No. 1
The following is a quantum chemistry calculation of a structure of composition C12H16BrCl2CoN, from the Open Molecules 2025 dataset.

Summary:
energy relative to the best compared isomer or geometry (same formula, charge and spin)	12.8	kcal/mol
total energy	-146906.60939	eV
total charge	-1
2S+1	5
HOMO-LUMO gap (alpha / beta)	0.209 / 0.275	Eh

```
33
Properties=species:S:1:pos:R:3:forces:R:3:mulliken_charge:R:1
Co -0.53782 -0.43783 -0.61473 -1.17 0.17 0.80 -0.4742
Cl -1.00726 1.59853 -0.97538 -0.79 2.69 -0.34 -0.5706
Cl -1.40764 -2.30617 -0.12034 -1.07 -2.55 0.93 -0.5657
C -0.80705 -0.91812 -2.48712 3.22 -0.47 -1.25 -1.2266
H -1.22603 -1.91215 -2.66104 -0.01 0.45 0.38 0.3569
H -1.18336 -0.11350 -3.13078 0.13 -0.23 0.38 0.2852
C 1.00871 -0.22558 0.36807 1.00 0.33 2.54 -0.0942
C 0.63669 -0.80689 -2.06740 -2.30 -1.15 -4.28 0.6140
H 0.80047 0.03606 1.42398 0.06 -0.01 -0.56 0.4991
C 1.43119 0.20097 -2.89400 0.11 0.19 0.56 -0.6539
H 1.17287 -1.74880 -1.89966 -0.28 0.23 0.23 0.6506
C 2.83719 0.44747 -2.35101 -0.17 0.48 -0.19 -0.8264
H 1.49999 -0.14821 -3.93956 -0.08 -0.07 0.35 0.2841
H 0.85638 1.13750 -2.91174 0.22 -0.13 -0.01 0.2593
C 2.79518 0.95901 -0.91261 0.51 -0.53 -0.10 -0.4564
H 3.42397 -0.48267 -2.40598 -0.05 0.18 0.07 0.3369
H 3.34078 1.18404 -2.98812 0.03 -0.05 -0.06 0.3455
C 2.43111 -0.19650 0.06238 0.69 0.41 0.36 -0.9647
H 3.77829 1.36490 -0.64001 -0.04 -0.03 -0.04 0.3563
H 2.06432 1.77559 -0.81998 0.12 -0.25 0.01 0.3140
H 2.69183 -1.18255 -0.35319 0.52 0.26 -0.16 0.3192
H 3.00561 -0.05255 0.99601 0.02 -0.20 -0.29 0.3268
Br -5.00785 2.00485 2.63134 0.04 -0.08 0.04 -0.2408
C -3.47202 0.89336 2.68207 0.81 -0.60 -0.11 -0.3644
C -3.10378 0.22860 3.85536 0.14 0.11 -0.52 0.0028
C -1.95272 -0.56274 3.83529 0.19 0.15 -0.80 -0.9015
C -1.21281 -0.65216 2.64294 -0.95 0.37 0.34 -0.0598
N -1.58128 -0.00749 1.53037 -0.62 0.33 0.68 0.0205
C -2.68893 0.73926 1.52472 -0.07 -0.13 0.92 -0.1875
H -3.70947 0.33665 4.74383 0.02 -0.03 0.08 0.4227
H -1.60662 -1.11863 4.69968 -0.18 0.13 0.03 0.3507
H -0.32230 -1.27501 2.58157 -0.18 0.15 -0.12 0.4348
H -2.94764 1.24076 0.59503 0.13 -0.11 0.15 0.4072
```
Positions in Å, forces in eV/Å.

=====

No. 2
The following is a quantum chemistry calculation of an isolated molecule of CH4N2O2, from the Open Molecules 2025 dataset.

Summary:
SMILES	NC[N+](=O)[O-]
energy relative to the best compared isomer or geometry (same formula, charge and spin)	71.8	kcal/mol
total energy	-8173.57238	eV
HOMO-LUMO gap	0.397	Eh

```
9
Properties=species:S:1:pos:R:3:forces:R:3:mulliken_charge:R:1
C 0.21392 -0.52517 -0.16589 0.98 0.23 1.87 -0.3912
N 1.30200 0.42124 -0.04495 -0.27 -0.54 3.84 -0.5746
N -1.16135 0.00761 0.06328 -0.76 -1.01 0.28 0.8426
O -1.26390 1.18315 -0.13723 -0.95 1.03 0.19 -0.5229
O -2.06239 -0.80360 0.27824 0.85 0.98 -0.04 -0.5525
H 0.12492 -0.70023 -1.15483 -0.24 -1.63 -3.34 0.3231
H 0.32123 -1.45078 0.48970 0.08 1.35 -1.08 0.3016
H 1.28320 0.45917 1.01288 1.17 0.71 -1.41 0.2771
H 1.24237 1.40862 -0.34120 -0.86 -1.13 -0.32 0.2967
```
Positions in Å, forces in eV/Å.

=====

No. 3
The following is a quantum chemistry calculation of a cluster of 2 separate species, C3H3ClO2 in total, from the Open Molecules 2025 dataset.

Summary:
energy relative to the best compared isomer or geometry (same formula, charge and spin)	76.5	kcal/mol
total energy	-19773.37357	eV
HOMO-LUMO gap (alpha / beta)	0.311 / 0.285	Eh

```
9
Properties=species:S:1:pos:R:3:forces:R:3:mulliken_charge:R:1
C -0.34432 -0.96017 0.34065 -0.44 -2.69 1.37 0.3431
C 1.61698 0.58974 0.59323 -2.05 1.88 3.59 0.3234
C -1.02495 0.02128 -0.50469 -1.33 -2.09 -1.21 -0.8106
O -0.82285 -1.96730 0.82689 2.26 3.28 -1.36 -0.3738
O 1.65385 1.54490 1.34050 -0.13 -2.62 -2.16 -0.3860
Cl 2.77005 0.14722 -0.52337 1.37 -0.41 -1.32 -0.0839
H -1.53050 0.50845 0.26580 -0.86 1.90 0.97 0.2901
H -1.80279 -0.45687 -1.10605 -0.24 -0.43 0.28 0.3450
H -0.51546 0.57273 -1.23296 1.43 1.18 -0.16 0.3526
```
Positions in Å, forces in eV/Å.

=====

No. 4
The following is a quantum chemistry calculation of a cluster of 3 separate species, C19H45FN3 in total, from the Open Molecules 2025 dataset.

Summary:
total energy	-27609.40856	eV
total charge	+1
HOMO-LUMO gap	0.240	Eh

```
68
Properties=species:S:1:pos:R:3:forces:R:3:mulliken_charge:R:1
C -3.57764 -0.60591 1.41814 -0.08 -0.30 -0.60 -1.0313
C -3.14634 0.87109 0.85068 -0.82 0.07 -0.57 -0.4452
C -1.94028 1.60773 1.68006 -3.29 -2.36 1.77 0.2179
F -1.26189 0.54311 2.48375 -0.77 3.15 -2.37 -0.2994
N -1.00185 2.44887 0.84493 0.93 1.80 2.26 0.1000
C -1.51916 3.23450 -0.33870 -1.12 2.18 -4.64 -0.5872
C -0.28303 3.29384 -1.46403 1.02 -1.55 2.24 -0.4281
C 0.33582 1.77495 -1.15327 -0.28 1.04 2.23 -0.4343
C 0.38515 1.93042 0.50384 2.62 -0.50 -2.09 -0.6291
H -4.55645 -0.94162 0.82315 2.26 0.80 1.25 0.3616
H -2.70292 -1.36641 1.15636 -2.01 1.59 0.81 0.2574
H -3.85235 -0.63483 2.55808 0.80 0.19 -2.26 0.2813
H -4.10220 1.58546 0.88608 2.21 -1.42 0.00 0.3428
H -2.90517 0.73644 -0.29846 -0.20 0.31 2.39 0.2175
H -2.46002 2.32362 2.47400 1.47 -1.57 -1.62 0.2069
H -0.76133 3.23144 1.52561 -0.45 -1.26 -0.95 0.5027
H -1.87503 4.35055 -0.14652 0.93 -2.55 0.49 0.2661
H -2.38785 2.81415 -0.99988 1.45 0.00 2.11 0.2525
H 0.53799 3.99481 -0.95931 -1.76 -1.08 -1.88 0.2528
H -0.59701 3.51887 -2.57421 0.55 -0.31 2.54 0.3160
H -0.46311 0.91152 -1.29328 1.95 1.70 -0.35 0.2773
H 1.44615 1.57511 -1.48440 -2.56 0.23 0.20 0.3747
H 0.76458 0.92527 0.96765 -1.40 2.11 -0.35 0.2732
H 1.10834 2.83192 0.80213 -1.40 -2.27 -0.66 0.3471
C -0.74850 0.69706 -4.71026 0.06 -0.13 -0.06 -1.2946
C 0.04625 1.37856 -5.82246 0.19 -0.15 0.10 -0.4536
N 1.48474 1.10227 -5.78372 0.21 0.23 0.18 0.1556
C 2.26274 1.96831 -6.67526 0.00 0.20 0.16 -0.6523
C 2.02027 1.83686 -8.17547 0.12 0.01 -0.31 -0.9671
C 1.87596 -0.30937 -5.79191 -0.16 -0.06 0.28 -0.6693
C 1.41457 -1.16431 -6.96770 0.13 -0.29 -0.21 -0.9791
H -0.35380 0.96114 -3.72326 0.07 -0.07 -0.13 0.1014
H -1.79323 1.01891 -4.75160 0.07 -0.02 -0.06 0.4487
H -0.73962 -0.39229 -4.81099 0.00 0.12 0.07 0.3826
H -0.10938 2.45874 -5.70443 0.28 -0.07 -0.18 0.4737
H -0.39396 1.10230 -6.78813 -0.15 0.02 -0.03 0.2521
H 3.33375 1.82549 -6.47846 -0.22 -0.17 0.09 0.3567
H 2.06607 3.01038 -6.39219 -0.14 -0.14 0.09 0.3715
H 2.48350 0.93565 -8.58158 -0.13 0.06 0.00 0.2183
H 2.47290 2.68701 -8.69698 -0.06 -0.08 0.07 0.3962
H 0.95680 1.83018 -8.42922 0.10 -0.02 0.04 0.2728
H 1.50757 -0.77390 -4.86947 -0.09 0.15 -0.05 0.3164
H 2.96738 -0.38614 -5.70769 -0.14 0.30 -0.07 0.3732
H 0.37107 -0.98580 -7.23477 0.04 0.03 0.01 0.2479
H 1.50585 -2.22431 -6.70746 -0.01 0.11 -0.03 0.3709
H 2.03473 -1.00190 -7.85167 -0.19 0.01 0.04 0.2707
C -1.17381 -0.75409 5.41857 -0.01 -0.17 -0.09 -1.2670
C -0.12806 -1.35695 6.35453 -0.17 -0.21 -0.06 -0.3460
N -0.18143 -2.81835 6.44712 -0.03 -0.14 0.16 0.0697
C 0.63231 -3.35717 7.54150 -0.23 0.06 0.19 -0.7002
C 2.14312 -3.16399 7.45898 0.31 -0.12 0.06 -0.9376
C -0.08827 -3.55357 5.18355 -0.34 0.19 -0.01 -0.6889
C 1.15216 -3.32959 4.32479 0.24 -0.21 -0.25 -0.9618
H -2.18503 -1.06386 5.70347 0.15 -0.04 -0.03 0.3435
H -1.12994 0.33781 5.46923 0.04 -0.08 0.03 0.4334
H -1.00099 -1.03846 4.37637 -0.05 -0.01 0.12 0.1681
H -0.31414 -0.93282 7.34973 0.16 -0.30 -0.03 0.4224
H 0.86375 -1.00611 6.04492 0.10 0.14 -0.03 0.2520
H 0.42084 -4.42842 7.65934 -0.08 0.18 -0.22 0.3517
H 0.28508 -2.90205 8.47799 -0.08 0.08 -0.20 0.4032
H 2.59758 -3.84209 6.73418 0.01 0.13 0.02 0.2170
H 2.59630 -3.38998 8.43014 -0.06 0.03 -0.10 0.3922
H 2.42118 -2.13811 7.20273 -0.04 -0.09 0.01 0.2646
H -0.96900 -3.30945 4.57764 0.04 0.12 0.14 0.3631
H -0.19230 -4.62849 5.37819 0.05 0.22 0.24 0.3483
H 1.43071 -2.27631 4.25325 -0.01 0.00 0.06 0.2305
H 0.96105 -3.68428 3.30630 0.01 0.02 0.08 0.3646
H 2.00884 -3.89341 4.69972 -0.02 0.19 -0.05 0.2910
```
Positions in Å, forces in eV/Å.

=====

No. 5
The following is a quantum chemistry calculation of a cluster of 2 separate species, C2H8N2 in total, from the Open Molecules 2025 dataset.

Summary:
energy relative to the best compared isomer or geometry (same formula, charge and spin)	90.5	kcal/mol
total energy	-5172.04250	eV
total charge	+1
2S+1	2
HOMO-LUMO gap (alpha / beta)	0.316 / 0.062	Eh

```
12
Properties=species:S:1:pos:R:3:forces:R:3:mulliken_charge:R:1
C -2.90394 0.57988 -1.71015 -1.52 -3.61 -1.27 -0.6245
N -3.17900 0.21725 -3.20600 1.24 5.09 2.02 -0.1778
H -1.99100 0.07170 -1.50758 1.15 0.10 0.26 0.3446
H -3.64500 -0.03277 -1.15497 0.09 1.27 0.03 0.3237
H -2.82977 1.65931 -1.54671 -0.35 0.03 -0.35 0.3307
H -2.42883 0.76477 -3.68926 -0.20 -1.60 -0.55 0.3622
H -4.06021 0.61904 -3.55626 -0.40 -1.29 -0.13 0.3550
C 3.32533 -0.55272 3.33354 -1.46 -2.07 -0.03 -0.2130
N 3.47576 -0.54643 2.07199 -0.80 1.92 0.77 -0.4362
H 2.44119 -1.17454 3.66036 1.32 0.16 0.36 0.2288
H 3.98192 -0.12068 4.10183 -0.42 0.57 -0.33 0.2520
H 3.92597 0.35447 1.89027 1.34 -0.57 -0.77 0.2546
```
Positions in Å, forces in eV/Å.